Entry 1:
49
Properties=species:S:1:pos:R:3 method="wB97M-V/def2-TZVPD" lumo_ev=-2.75 relative_energy_kcal_mol=381.10 homo_energy_ev=-9.831 total_charge=+1 orbital_gap_ev=7.077 energy_ha=-1093.48711 spin_multiplicity=1 molar_mass_da=324.40
C -4.0680 -1.3532 0.7761
N -3.3060 -0.3045 -0.0999
C -4.1663 0.2251 -1.2610
H -4.5878 -0.7772 -1.8224
H -3.7003 0.5992 -2.0354
C -5.6093 0.8441 -0.7241
O -5.2687 1.9143 0.1588
C -4.4887 1.6682 1.0145
H -4.2519 2.5908 1.5667
C -3.1474 0.8570 0.7422
H -2.6991 0.7839 1.6579
H -2.6663 1.6808 0.0675
H -5.0782 0.8609 1.6880
H -6.0481 1.4113 -1.6175
H -6.2687 0.2785 -0.3488
C -2.2562 -0.8528 -0.5459
H -2.4000 -1.6442 -1.4510
H -1.6410 -0.0326 -0.9722
C -1.1722 -1.5064 0.2373
O -1.1287 -0.9003 1.6368
H -0.3225 -0.4442 1.3768
C -0.0412 -1.7260 -0.2349
O 0.6411 -0.4252 -0.4862
C 1.9420 -0.5258 -0.7654
H 2.1055 -0.9006 -2.1553
C 2.6122 0.8873 -1.0598
C 2.5309 1.3719 0.3178
O 3.3569 1.0094 1.1991
C 4.4876 0.5123 0.8302
C 5.6187 0.1678 1.6705
C 6.8568 0.0235 1.0683
C 7.0697 -0.0586 -0.3692
C 6.1205 0.3285 -1.1064
C 4.7926 0.4424 -0.6760
O 3.7968 0.7993 -1.5726
H 6.3015 0.5298 -2.1531
H 8.1157 -0.2424 -0.7905
H 7.6307 -0.3289 2.0749
H 5.3449 0.2302 2.6706
H 2.7813 2.7092 0.2898
H 1.5938 1.5101 0.8989
H 1.7701 1.4950 -1.5208
H 2.5019 -1.1742 -0.1712
H 0.6637 -2.5930 0.2723
H -0.1494 -2.2569 -1.4341
H -1.5602 -2.6564 0.5102
H -5.0244 -1.1455 1.0553
H -3.3894 -1.7224 1.6114
H -4.1948 -2.1597 -0.0181

Entry 2:
52
Properties=species:S:1:pos:R:3 method="wB97M-V/def2-TZVPD" lumo_ev=-10.12 relative_energy_kcal_mol=18.18 homo_energy_ev=-17.775 total_charge=+3 orbital_gap_ev=7.654 energy_ha=-1777.25303 spin_multiplicity=1 molar_mass_da=371.21
Sc -0.4218 0.2454 0.7767
N 2.6260 -3.5642 -2.5571
C 1.5578 -2.5278 -2.1971
C 2.1343 -1.1058 -2.1849
C 2.6532 -0.6135 -0.8193
N 1.7481 0.3906 -0.1478
C 2.8821 -1.7580 0.1599
C 1.6296 -2.5969 0.4044
N 0.7147 -1.9140 1.3774
C 0.8495 -2.8859 -0.9002
H 3.0500 -3.3559 -3.4668
H 2.2086 -4.4978 -2.6322
H 3.3856 -3.6267 -1.8762
H 0.8506 -2.6214 -3.0200
H 1.3535 -0.4380 -2.5552
H 2.9375 -1.0227 -2.9203
H 3.6004 -0.0996 -0.9826
H 1.8212 1.2794 -0.6476
H 2.2287 0.5865 0.7328
H 3.2747 -1.3799 1.1084
H 3.6897 -2.3906 -0.2170
H 1.9334 -3.5468 0.8470
H 1.1335 -1.9661 2.3067
H -0.1249 -2.4889 1.4507
H -0.0604 -2.2880 -0.9153
H 0.4937 -3.9185 -0.9192
C 1.7883 4.0085 1.9826
C 0.9616 4.9933 1.4523
C -0.2881 4.6377 0.9732
C -0.6857 3.3096 1.0148
N 0.1573 2.3370 1.4327
C 1.3531 2.7053 1.9384
C -2.0656 2.8650 0.7020
C -3.1095 3.7601 0.6019
C -4.4106 3.2859 0.4726
C -4.6182 1.9204 0.4685
C -3.5258 1.0789 0.5576
N -2.2567 1.5189 0.6580
H 2.7470 4.2471 2.4207
H 1.2785 6.0279 1.4339
H -0.9510 5.3958 0.5847
H 1.9719 1.9185 2.3605
H -2.9316 4.8228 0.6603
H -5.2398 3.9773 0.4019
H -5.6081 1.4926 0.3976
H -3.6823 0.0139 0.5421
B -3.5412 -3.0892 -0.3243
C -2.5054 -2.0272 -0.0234
N -1.6988 -1.2006 0.2140
H -4.1733 -2.6488 -1.2539
H -2.9226 -4.0974 -0.5674
H -4.1930 -3.1481 0.6936

Entry 3:
52
Properties=species:S:1:pos:R:3 method="wB97M-V/def2-TZVPD" lumo_ev=-4.65 relative_energy_kcal_mol=54.75 homo_energy_ev=-11.252 total_charge=+1 orbital_gap_ev=6.605 energy_ha=-3198.47253 spin_multiplicity=1 molar_mass_da=728.49
Ir -0.3745 -0.7323 -0.3946
Cl -2.7480 -1.4888 -0.2663
C -2.7254 -3.1271 -0.8912
C -3.9215 -3.8120 -0.9900
C -3.8859 -5.1065 -1.4793
C -2.6851 -5.6872 -1.8564
C -1.5049 -4.9737 -1.7449
Cl -0.0202 -5.7104 -2.2241
C -1.5013 -3.6645 -1.2550
S 0.0159 -2.7556 -1.1742
H -4.8489 -3.3468 -0.6873
H -4.8042 -5.6695 -1.5703
H -2.6510 -6.6961 -2.2426
C -1.4956 -0.7038 -4.0309
C -0.2716 0.2048 -4.0232
C -0.3627 1.2575 -5.1267
Sb 0.0708 1.1129 -2.0996
C 2.0790 1.8747 -2.0249
C 2.4339 2.8042 -3.1808
C 3.0681 0.7150 -1.9410
C -1.3060 2.7259 -1.7054
C -2.7303 2.2008 -1.5795
C -1.2178 3.8785 -2.7000
H -1.5691 -1.1985 -5.0020
H -2.4167 -0.1354 -3.8854
H -1.4457 -1.4816 -3.2714
H 0.6271 -0.4056 -4.1524
H -1.3335 1.7556 -5.1012
H -0.2782 0.7682 -6.0992
H 0.4123 2.0228 -5.0746
H 2.0885 2.4347 -1.0852
H 2.4815 2.2561 -4.1240
H 3.4266 3.2243 -3.0074
H 1.7461 3.6389 -3.3066
H 3.0633 0.1249 -2.8604
H 2.8732 0.0416 -1.1054
H 4.0774 1.1140 -1.8227
H -0.9662 3.0681 -0.7230
H -3.0992 1.8074 -2.5292
H -3.3931 3.0176 -1.2873
H -2.8199 1.4197 -0.8240
H -1.6039 3.5932 -3.6794
H -0.2064 4.2608 -2.8302
H -1.8316 4.7065 -2.3389
C 2.1221 -1.8245 2.6769
O 0.8827 -1.2882 3.1743
C 0.2391 -0.3101 2.5704
S -1.1717 0.2694 3.1105
S 0.9502 0.2855 0.9971
H 2.3901 -2.5963 3.3904
H 2.8908 -1.0539 2.6585
H 1.9817 -2.2581 1.6876

Entry 4:
52
Properties=species:S:1:pos:R:3 method="wB97M-V/def2-TZVPD" lumo_ev=0.53 relative_energy_kcal_mol=4.00 homo_energy_ev=-8.876 smiles="CCS[C@H](C)C(=O)N(C)CCOCCN(C)C(=O)c1c(C)csc1Cl" total_charge=0 orbital_gap_ev=9.410 energy_ha=-2255.78628 spin_multiplicity=1 molar_mass_da=407.00
C -1.6031 -1.9185 -3.4858
C -0.4797 -2.6218 -2.7388
S -1.0764 -3.1068 -1.0972
C 0.4860 -3.6737 -0.3416
C 0.9967 -4.9670 -0.9530
C 0.2314 -3.8596 1.1596
O 0.1346 -4.9828 1.6221
N 0.1379 -2.7492 1.9456
C -0.0411 -2.9377 3.3769
C 0.1582 -1.3762 1.4759
C -1.1770 -0.6741 1.7273
O -1.2059 0.6232 1.1656
C -1.6292 0.6899 -0.1926
C -0.4715 0.9209 -1.1552
N 0.3698 2.0348 -0.7455
C 1.5643 1.7451 0.0240
C -0.0763 3.2843 -1.0299
O -1.1014 3.4855 -1.6610
C 0.7178 4.4245 -0.4708
C 0.5158 4.9229 0.8564
C -0.4744 4.3145 1.8022
C 1.3216 5.9858 1.1174
S 2.3132 6.4119 -0.2175
C 1.6577 5.1287 -1.1470
Cl 2.2017 4.8212 -2.7444
H -1.2698 -1.6234 -4.4808
H -2.4659 -2.5756 -3.5973
H -1.9267 -1.0211 -2.9567
H -0.1541 -3.5071 -3.2840
H 0.3802 -1.9585 -2.6200
H 1.2203 -2.8779 -0.4918
H 1.9328 -5.2625 -0.4776
H 0.2738 -5.7643 -0.8015
H 1.1768 -4.8389 -2.0200
H 0.3128 -3.9275 3.6471
H 0.5334 -2.1775 3.9094
H -1.0898 -2.8539 3.6709
H 0.9601 -0.8305 1.9848
H 0.3579 -1.3586 0.4106
H -1.9829 -1.2949 1.3210
H -1.3435 -0.5515 2.7985
H -2.1620 -0.2231 -0.4742
H -2.3119 1.5370 -0.2690
H 0.1623 0.0349 -1.2237
H -0.8785 1.1327 -2.1451
H 2.1752 2.6388 0.1167
H 1.3085 1.3810 1.0209
H 2.1529 0.9803 -0.4874
H -0.1918 3.2929 2.0671
H -0.5473 4.8983 2.7184
H -1.4627 4.2641 1.3426
H 1.3693 6.5610 2.0286

Entry 5:
55
Properties=species:S:1:pos:R:3 method="wB97M-V/def2-TZVPD" lumo_ev=4.36 homo_energy_ev=0.065 total_charge=-2 orbital_gap_ev=4.299 energy_ha=-3128.92045 spin_multiplicity=1 molar_mass_da=486.08
Mg -0.1683 0.3970 -0.7185
N -0.2125 0.3731 -2.9899
C 0.6299 -0.5944 -3.6595
C 0.5344 -1.9646 -2.9879
N 0.6924 -1.9257 -1.5478
C 2.0687 -2.0182 -1.0935
C 2.8784 -0.7370 -1.2634
N 2.1043 0.3876 -0.7919
C -0.1750 -2.8400 -0.8180
C -1.6538 -2.5048 -0.9305
N -1.8761 -1.1206 -0.5756
H -1.1899 0.3604 -3.2586
H 0.1033 1.3364 -3.0925
H 1.6539 -0.2230 -3.6233
H 0.3779 -0.7202 -4.7256
H 1.2782 -2.6434 -3.4457
H -0.4490 -2.3796 -3.2136
H 2.5954 -2.8491 -1.6008
H 2.0305 -2.2390 -0.0287
H 3.1573 -0.5825 -2.3117
H 3.8216 -0.8855 -0.7094
H 2.5709 1.2793 -0.8780
H 1.7962 0.2346 0.1915
H 0.1017 -2.7328 0.2313
H -0.0192 -3.8925 -1.1218
H -2.1942 -3.2167 -0.2840
H -2.0229 -2.6672 -1.9491
H -1.5594 -0.9164 0.3830
H -2.8315 -0.8110 -0.6946
S -3.0472 7.7393 -1.7418
C -2.4093 6.1772 -1.6919
S -3.3484 4.7627 -1.5538
C -2.0784 3.5700 -1.5308
C -0.8187 4.0770 -1.5872
S 0.6839 3.1925 -1.5765
S -0.7435 5.8186 -1.6745
S -2.5388 1.8890 -1.4710
C 1.8937 -1.8108 2.6690
C 0.8941 -0.9076 3.3216
C 0.7568 -0.8987 4.6948
C -0.1658 -0.0858 5.3475
C -0.9511 0.7520 4.5479
C -0.8508 0.7838 3.1756
C -1.7009 1.7144 2.3700
C 0.0726 -0.0811 2.4584
N 0.1555 -0.1093 1.1500
H 2.4925 -2.3439 3.4151
H 2.5693 -1.2565 2.0078
H 1.4023 -2.5511 2.0262
H 1.4010 -1.5570 5.2809
H -0.2570 -0.0853 6.4273
H -1.6692 1.4222 5.0206
H -2.2469 2.4072 3.0171
H -2.4347 1.1877 1.7495
H -1.1044 2.2895 1.6563